[1]
120
Properties=species:S:1:pos:R:3 method="wB97M-V/def2-TZVPD" lumo_energy_ha=-0.0388 e_tot_ev=-299293.779 de_lowest_kcal_mol=0.00 e_homo_ev=-8.9
O 2.447 -3.434 -0.054
C 1.694 -2.649 -0.574
C 0.237 -2.951 -0.824
I -0.702 -4.153 0.613
C -0.392 -2.456 -1.895
C -1.839 -2.628 -2.272
C -2.419 -1.336 -2.885
C -3.406 -0.585 -2.006
F -4.642 -1.133 -2.020
Br -2.772 -0.494 -0.147
C -3.533 0.889 -2.608
F -4.685 1.449 -2.246
F -3.458 0.878 -3.943
Br -2.082 2.044 -1.962
C 0.452 -1.636 -2.834
O 0.263 -1.647 -4.033
C 1.486 -0.793 -2.181
C 1.781 0.457 -2.701
C 2.745 1.220 -2.048
C 3.395 0.705 -0.942
Br 4.723 1.765 -0.094
C 3.111 -0.552 -0.423
C 2.127 -1.294 -1.055
H -1.919 -3.426 -3.014
H -2.444 -2.925 -1.416
H -2.968 -1.590 -3.795
H -1.655 -0.624 -3.179
H 1.277 0.827 -3.583
H 2.963 2.211 -2.424
H 3.612 -0.960 0.444
C 8.819 1.329 1.309
C 8.319 2.688 1.495
N 7.875 3.738 1.631
H 9.884 1.351 1.078
H 8.661 0.753 2.218
H 8.281 0.849 0.496
C -1.578 4.548 -4.907
C -0.188 4.247 -4.573
N 0.905 4.012 -4.305
H -1.666 4.725 -5.978
H -2.218 3.715 -4.624
H -1.895 5.435 -4.378
C 0.924 -2.721 -6.750
C 1.954 -3.006 -7.747
N 2.765 -3.229 -8.527
H 0.381 -1.819 -7.022
H 0.224 -3.554 -6.698
H 1.378 -2.574 -5.775
C -4.782 -2.318 3.803
C -3.814 -2.610 2.755
N -3.011 -2.835 1.965
H -5.394 -1.468 3.507
H -5.429 -3.176 3.978
H -4.255 -2.074 4.721
C 1.763 7.772 -5.051
C 0.378 7.617 -5.485
N -0.711 7.495 -5.826
H 2.318 6.862 -5.268
H 2.222 8.608 -5.574
H 1.794 7.960 -3.979
C -4.871 1.284 5.807
C -5.998 0.352 5.804
N -6.868 -0.397 5.772
H -4.984 2.000 4.996
H -4.830 1.819 6.753
H -3.939 0.739 5.665
C -0.932 5.516 -0.063
C 0.035 5.053 0.928
N 0.781 4.688 1.721
H -0.420 6.012 -0.885
H -1.488 4.665 -0.449
H -1.627 6.215 0.398
C -0.166 -5.930 -4.605
C -1.542 -6.015 -4.124
N -2.621 -6.076 -3.738
H 0.200 -4.910 -4.491
H 0.469 -6.601 -4.030
H -0.123 -6.211 -5.656
C 2.755 -3.411 3.358
C 3.825 -2.602 2.788
N 4.665 -1.964 2.334
H 3.034 -3.730 4.361
H 1.836 -2.829 3.411
H 2.585 -4.286 2.735
C 6.209 -3.229 -0.477
C 6.899 -1.976 -0.200
N 7.426 -0.979 0.016
H 5.758 -3.607 0.436
H 5.431 -3.059 -1.221
H 6.919 -3.961 -0.854
C 0.190 3.839 4.375
C -0.956 2.934 4.420
N -1.857 2.222 4.456
H 0.079 4.535 3.545
H 0.253 4.394 5.310
H 1.105 3.269 4.232
C -8.544 -1.262 8.780
C -8.357 -0.497 10.009
N -8.210 0.105 10.975
H -9.464 -1.840 8.841
H -8.600 -0.589 7.927
H -7.706 -1.940 8.636
C -5.798 6.170 -5.442
C -4.741 5.997 -4.451
N -3.905 5.861 -3.677
H -6.770 6.114 -4.956
H -5.693 7.141 -5.923
H -5.729 5.388 -6.195
C 10.325 -2.788 1.956
C 9.095 -3.554 1.790
N 8.116 -4.136 1.659
H 10.389 -2.031 1.177
H 10.325 -2.300 2.929
H 11.186 -3.450 1.888
C -3.368 -5.128 7.060
C -2.885 -3.855 6.533
N -2.503 -2.855 6.119
H -4.448 -5.191 6.940
H -2.901 -5.951 6.522
H -3.122 -5.206 8.117


[2]
103
Properties=species:S:1:pos:R:3 method="wB97M-V/def2-TZVPD" lumo_energy_ha=0.0185 e_tot_ev=-73408.146 de_lowest_kcal_mol=0.00 e_homo_ev=-8.0
Pt 0.594 0.187 -0.904
C -0.643 5.476 -0.110
C -1.565 4.331 -0.456
C -2.924 4.633 -0.522
C -3.881 3.676 -0.816
C -3.491 2.372 -1.067
C -2.147 2.049 -1.016
C -1.169 3.002 -0.708
P 0.548 2.348 -0.788
C 1.402 3.098 0.648
C 0.662 3.096 1.833
C 1.193 3.580 3.018
C 2.489 4.075 3.029
C 3.249 4.021 1.871
C 2.738 3.515 0.675
C 3.652 3.402 -0.517
C 1.190 2.941 -2.377
C 1.307 4.265 -2.800
C 1.879 4.551 -4.025
C 2.331 3.508 -4.831
C 2.167 2.194 -4.433
C 1.569 1.885 -3.209
C 1.252 0.469 -2.808
H -1.080 6.413 -0.458
H 0.349 5.382 -0.542
H -0.504 5.557 0.968
H -3.235 5.654 -0.335
H -4.927 3.954 -0.853
H -4.222 1.607 -1.295
H -1.838 1.026 -1.202
H -0.360 2.735 1.820
H 0.590 3.589 3.917
H 2.916 4.477 3.938
H 4.274 4.370 1.889
H 4.662 3.706 -0.246
H 3.322 4.018 -1.353
H 3.690 2.373 -0.884
H 0.959 5.078 -2.174
H 1.976 5.577 -4.355
H 2.799 3.729 -5.783
H 2.489 1.386 -5.081
H 2.113 -0.190 -2.963
H 0.468 0.093 -3.477
C -0.665 -3.881 -3.759
C -0.341 -4.416 -2.360
C -1.214 -5.638 -2.072
C 1.137 -4.819 -2.311
Si -0.619 -3.027 -1.094
O 0.248 -1.753 -1.514
C -2.447 -2.508 -1.157
C -3.476 -2.931 -0.314
C -4.771 -2.443 -0.443
C -5.071 -1.514 -1.429
C -4.066 -1.075 -2.281
C -2.774 -1.563 -2.138
C -0.165 -3.708 0.609
C -0.897 -4.670 1.314
C -0.468 -5.156 2.542
C 0.727 -4.708 3.087
C 1.487 -3.779 2.391
C 1.040 -3.283 1.174
H -0.419 -4.635 -4.516
H -0.092 -2.978 -3.980
H -1.727 -3.645 -3.863
H -1.077 -6.392 -2.856
H -2.277 -5.381 -2.045
H -0.950 -6.107 -1.121
H 1.346 -5.590 -3.062
H 1.411 -5.222 -1.333
H 1.784 -3.962 -2.516
H -3.273 -3.640 0.480
H -5.547 -2.788 0.230
H -6.080 -1.135 -1.533
H -4.290 -0.355 -3.059
H -1.991 -1.199 -2.795
H -1.813 -5.071 0.896
H -1.060 -5.897 3.066
H 1.071 -5.094 4.039
H 2.438 -3.446 2.789
H 1.641 -2.555 0.641
C 2.912 -0.495 4.062
C 3.230 0.194 2.752
N 2.190 -0.119 1.790
C 0.868 -0.210 2.109
N -0.002 -0.181 1.141
C -1.422 -0.342 1.425
C -1.666 -1.086 2.722
C -0.851 -0.425 3.813
N 0.550 -0.406 3.424
C 1.505 -0.119 4.483
H 3.623 -0.195 4.832
H 2.975 -1.577 3.940
H 4.181 -0.152 2.346
H 3.307 1.273 2.911
H 2.331 0.154 0.823
H -1.876 -0.875 0.588
H -1.902 0.647 1.456
H -1.355 -2.129 2.614
H -2.728 -1.069 2.974
H -0.922 -0.975 4.753
H -1.215 0.596 4.000
H 1.201 -0.695 5.359
H 1.465 0.944 4.758


[3]
113
Properties=species:S:1:pos:R:3 method="wB97M-V/def2-TZVPD" lumo_energy_ha=-0.0626 e_tot_ev=-153922.097 smiles="CCCCCCCCC[C@]1(CC(C)C)[C@@H](CCOC=O)NC(=O)[C@]1(O)P(O)Br.O=C1C=CC(=O)C=C1.O=C1C=CC(=O)C=C1.O=C1C=CC(=O)C=C1.O=C1C=CC(=O)C=C1" e_homo_ev=-9.1
C 4.587 1.675 0.232
C 4.518 2.782 1.327
C 5.345 2.420 2.592
C 4.465 1.849 3.707
C 4.001 0.388 3.391
C 2.464 0.238 3.425
C 1.933 -0.677 2.269
C 0.871 -0.021 1.390
C -0.323 0.558 2.184
C -1.568 0.779 1.309
C -1.290 1.352 -0.100
C -0.932 2.845 -0.253
C -0.534 3.040 -1.743
C 0.232 3.368 0.604
C -2.716 1.383 2.188
C -2.987 2.896 2.183
C -3.957 3.335 3.297
O -3.160 3.870 4.377
C -3.421 5.160 4.649
O -2.622 5.868 5.075
N -3.993 0.739 1.869
C -3.789 -0.256 0.914
O -4.559 -0.753 0.195
C -2.281 -0.591 0.973
O -1.879 -1.204 -0.226
P -2.221 -2.064 2.167
O -0.655 -2.525 2.389
Br -2.849 -1.433 4.250
H 5.376 0.952 0.474
H 4.843 2.142 -0.723
H 3.619 1.182 0.102
H 4.958 3.697 0.923
H 3.476 2.995 1.577
H 6.163 1.749 2.324
H 5.786 3.351 2.962
H 3.573 2.457 3.856
H 5.063 1.834 4.624
H 4.410 0.131 2.411
H 4.440 -0.296 4.120
H 2.205 -0.257 4.363
H 1.962 1.204 3.359
H 1.627 -1.630 2.699
H 2.797 -0.901 1.635
H 1.341 0.716 0.738
H 0.447 -0.797 0.743
H -0.541 -0.043 3.068
H 0.022 1.523 2.568
H -2.210 1.207 -0.684
H -0.523 0.790 -0.630
H -1.776 3.518 -0.100
H -0.669 4.085 -2.025
H -1.059 2.351 -2.405
H 0.539 2.838 -1.833
H 0.439 4.391 0.267
H 1.162 2.813 0.491
H -0.084 3.474 1.642
H -2.348 1.219 3.206
H -3.481 3.142 1.232
H -2.101 3.524 2.249
H -4.648 4.092 2.924
H -4.562 2.494 3.643
H -4.450 5.532 4.494
H -4.657 1.358 1.404
H -2.331 -2.060 -0.319
H -0.580 -3.390 1.950
C 0.090 -4.833 -4.334
C 1.091 -4.330 -3.617
C 0.944 -3.050 -2.882
O 1.858 -2.589 -2.229
C -0.363 -2.353 -2.976
C -1.364 -2.856 -3.693
C -1.218 -4.136 -4.428
O -2.130 -4.597 -5.081
H 0.177 -5.765 -4.877
H 2.051 -4.824 -3.536
H -0.451 -1.421 -2.432
H -2.324 -2.361 -3.774
C 5.756 -0.069 -2.503
C 5.713 -0.311 -3.810
C 6.954 -0.386 -4.621
O 6.916 -0.605 -5.813
C 8.244 -0.183 -3.917
C 8.288 0.059 -2.609
C 7.047 0.135 -1.799
O 7.089 0.353 -0.605
H 4.862 -0.011 -1.896
H 4.782 -0.463 -4.340
H 9.138 -0.243 -4.525
H 9.219 0.210 -2.079
C -4.322 -5.506 4.339
C -3.258 -5.332 3.562
C -3.081 -6.104 2.311
O -2.105 -5.939 1.605
C -4.135 -7.082 1.954
C -5.201 -7.260 2.730
C -5.380 -6.485 3.985
O -6.352 -6.646 4.690
H -4.468 -4.949 5.256
H -2.476 -4.622 3.802
H -3.988 -7.636 1.036
H -5.982 -7.970 2.488
C -2.609 1.786 -6.680
C -3.743 2.425 -6.959
C -4.767 2.669 -5.913
O -5.801 3.249 -6.166
C -4.478 2.173 -4.544
C -3.344 1.534 -4.268
C -2.321 1.291 -5.312
O -1.287 0.709 -5.056
H -1.851 1.598 -7.429
H -3.971 2.795 -7.951
H -5.236 2.360 -3.794
H -3.116 1.164 -3.275


[4]
115
Properties=species:S:1:pos:R:3 method="wB97M-V/def2-TZVPD" lumo_energy_ha=-0.2558 e_tot_ev=-188043.234 de_lowest_kcal_mol=0.00 e_homo_ev=-11.9 total_charge=+2
Ti -0.583 0.329 1.224
C 4.268 -0.677 3.961
S 2.691 -1.549 4.183
C 1.571 -0.589 3.301
S -0.048 -1.155 3.131
N 1.939 0.572 2.815
N 1.017 1.228 2.131
C 1.242 2.473 1.824
C 0.222 3.147 1.086
C 0.213 4.540 0.921
C -0.846 5.131 0.264
C -1.849 4.307 -0.250
C -1.762 2.937 -0.069
N -0.765 2.351 0.602
H 4.796 -0.698 4.910
H 4.848 -1.211 3.214
H 4.082 0.341 3.640
H 2.157 2.965 2.144
H 1.024 5.126 1.328
H -0.892 6.204 0.149
H -2.690 4.733 -0.774
H -2.535 2.289 -0.473
C -3.884 -3.647 1.641
C -2.843 -2.814 2.391
C -2.135 -3.681 3.441
C -3.449 -1.608 3.067
C -4.315 -1.773 4.138
C -4.819 -0.683 4.819
C -4.425 0.594 4.467
C -3.575 0.804 3.388
C -3.126 2.196 3.007
C -4.264 3.212 2.937
C -2.018 2.635 3.976
C -3.100 -0.305 2.669
N -2.385 -0.117 1.442
C -3.169 -0.338 0.327
C -4.555 -0.583 0.337
C -5.251 -0.790 -0.837
C -4.627 -0.752 -2.077
C -3.269 -0.477 -2.134
C -2.601 -0.283 -0.950
F -1.230 0.026 -0.968
H -3.406 -4.511 1.183
H -4.368 -3.064 0.861
H -4.645 -4.007 2.327
H -2.093 -2.458 1.668
H -2.848 -4.327 3.944
H -1.649 -3.057 4.185
H -1.371 -4.297 2.977
H -4.609 -2.767 4.431
H -5.511 -0.827 5.630
H -4.804 1.433 5.024
H -2.691 2.139 2.000
H -4.710 3.387 3.909
H -5.037 2.859 2.259
H -3.882 4.161 2.564
H -2.398 2.653 4.996
H -1.664 3.634 3.724
H -1.173 1.931 3.924
H -5.082 -0.595 1.276
H -6.310 -0.984 -0.779
H -5.187 -0.922 -2.980
H -2.734 -0.402 -3.066
C -0.200 2.228 -3.169
N 0.476 2.552 -4.410
C 1.541 1.586 -4.641
N 2.506 1.573 -3.541
C 1.786 1.273 -2.316
N 0.716 2.227 -2.023
C 1.344 3.558 -1.957
N 2.039 3.907 -3.178
C 1.086 3.873 -4.281
C 3.075 2.919 -3.421
H -0.647 1.235 -3.259
H -0.994 2.957 -2.986
H 2.064 1.848 -5.563
H 1.106 0.586 -4.744
H 2.483 1.289 -1.475
H 1.349 0.273 -2.410
H 2.058 3.563 -1.128
H 0.568 4.305 -1.773
H 1.604 4.110 -5.211
H 0.305 4.616 -4.105
H 3.776 2.939 -2.585
H 3.605 3.161 -4.344
C 5.452 0.415 -2.753
N 4.940 -0.674 -1.966
C 4.463 -0.619 -0.708
Se 4.209 0.819 0.365
N 4.109 -1.873 -0.330
C 4.360 -2.753 -1.354
C 4.196 -4.123 -1.467
C 4.602 -4.701 -2.657
C 5.120 -3.940 -3.703
C 5.257 -2.567 -3.606
C 4.884 -1.981 -2.406
H 5.685 1.256 -2.104
H 4.704 0.719 -3.488
H 6.360 0.093 -3.261
H 3.774 -2.094 0.595
H 3.804 -4.710 -0.650
H 4.536 -5.769 -2.773
H 5.443 -4.433 -4.605
H 5.655 -1.986 -4.422
S 1.187 -0.988 -0.100
C 0.586 -2.503 -0.515
N 1.053 -3.123 -1.654
C 0.723 -4.396 -1.949
C -0.085 -5.088 -1.088
C -0.559 -4.393 0.041
N -0.258 -3.143 0.292
H 1.692 -2.606 -2.249
H 1.123 -4.814 -2.864
H -0.357 -6.113 -1.263
H -1.193 -4.879 0.766